ORCA calculation (ωB97M-V/def2-TZVPD) on a cluster of 15 separate species, C4H39NO14 in total.

Properties
ΔE to the lowest compared entry with this formula, charge and spin: 1.349 eV
Energy: -34934.6963 eV
E_HOMO: -8.71 eV
Strongest force on any atom: 4.38 eV/A

Each line ends with the Mulliken charge.
Cartesian coordinates (Å):
C1 0.737215 -0.544674 -0.180222  0.00
N1 0.701340 0.786337 -0.853495  -0.26
C2 0.655052 1.894865 0.177202  0.33
C3 -0.367570 2.838680 -0.412921  -1.30
C4 1.168009 -1.528267 -1.214047  -0.87
H1 1.357031 -0.517704 0.619277  0.50
H2 -0.300230 -0.832202 0.189166  -0.21
H3 1.350611 1.003240 -1.590419  0.35
H4 0.333883 1.450828 1.226866  -0.03
H5 1.624407 2.402145 0.290738  0.06
H6 -0.697049 3.776554 0.088487  0.39
H7 -0.069295 3.325223 -1.363761  0.35
H8 -1.345072 2.405176 -0.816613  0.18
H9 1.019735 -2.645500 -0.991676  0.25
H10 2.200248 -1.428763 -1.378364  0.42
H11 0.637626 -1.338997 -2.210455  -0.08
H12 4.006765 1.697099 0.609019  0.26
H13 3.942822 3.014721 -0.033050  0.29
O1 3.736307 2.110313 -0.232231  -0.65
H14 -0.681416 0.554590 4.699771  0.35
H15 -0.971970 -0.252802 3.360815  0.33
O2 -0.272841 0.099464 3.928474  -0.69
H16 -3.542043 -3.613048 -0.720395  0.31
H17 -4.159790 -3.099988 -1.941657  0.32
O3 -4.424376 -3.539044 -1.122025  -0.63
H18 -2.403034 -2.182223 2.614780  0.28
H19 -2.759790 -0.848589 1.782898  0.37
O4 -2.708961 -1.231060 2.677893  -0.71
H20 -2.087393 -1.661281 -4.636944  0.27
H21 -1.344879 -0.830430 -3.660243  0.42
O5 -1.388983 -1.779783 -3.925461  -0.68
H22 1.460692 0.357629 3.940946  0.45
H23 2.187795 -0.878681 4.523914  0.26
O6 2.401280 -0.035595 4.083659  -0.69
H24 -4.356443 -0.242534 2.738734  0.34
H25 -5.240830 0.989060 2.711751  0.30
O7 -4.344705 0.697900 2.528960  -0.64
H26 3.199147 -0.430704 -3.216381  0.30
H27 3.830973 -0.463398 -1.725516  0.37
O8 3.627591 -0.947663 -2.530363  -0.68
H28 3.369486 0.520410 2.527547  0.40
H29 4.597634 1.183527 3.134113  0.27
O9 4.095474 1.036834 2.345273  -0.63
H30 -2.015318 1.211381 -3.126933  0.37
H31 -0.705952 0.775758 -2.408505  0.34
O10 -1.529305 0.484438 -2.797896  -0.73
H32 -2.922615 0.300266 4.450296  0.33
H33 -2.554326 -0.303462 5.781862  0.35
O11 -2.557855 0.560815 5.317330  -0.72
H34 4.774620 0.778934 -0.539857  0.53
H35 4.783159 -0.158464 0.624444  0.31
O12 4.911071 -0.192264 -0.330980  -0.82
H36 -1.693561 -3.040429 -2.854693  0.38
H37 -1.148344 -4.146430 -2.064589  0.29
O13 -1.950842 -3.593378 -2.092729  -0.62
H38 -2.456599 2.607937 -5.161377  0.32
H39 -1.943242 1.524679 -5.840554  0.29
O14 -1.765351 1.918546 -4.999864  -0.59

Atoms 1-2, force components in eV/Å:
-2.98 0.19 -3.20
-0.90 0.26 2.48